Record 1
One molecule with the formula C5H7N2P. Source: the OMol25 dataset; level of theory: ωB97M-V with the def2-TZVPD basis set.

Summary:
HOMO level (alpha / beta): -7.5 / -7.5 eV
energy above the lowest of the compared OMol25 structures with the same formula, charge and spin: 5.345 eV
orbital gap (alpha / beta): 7.15 / 7.04 eV

Each line ends with the Mulliken charge.
Geometry (Å):
C -0.383 -0.430 0.898  1.224
C -0.103 -0.197 -0.249  -0.739
C 1.198 1.502 -1.606  -0.610
C 1.826 0.158 -1.917  -0.476
C 0.324 0.192 -1.579  -0.705
N -0.298 -0.780 2.152  -0.433
N -1.385 -0.973 2.970  -0.069
P -3.095 -1.006 2.986  -0.073
H -3.236 -1.146 1.615  0.014
H 1.454 1.997 -0.657  0.257
H 0.632 2.121 -2.245  0.289
H 1.960 -0.354 -2.871  0.255
H 2.503 -0.139 -1.134  0.254
H -0.447 0.241 -2.233  0.515
H -0.950 -1.185 3.871  0.296

Record 2
A 2-piece molecular cluster, C4H12 overall. Source: the OMol25 dataset; level of theory: ωB97M-V with the def2-TZVPD basis set.

Summary:
HOMO level: -11.2 eV
energy above the lowest of the compared OMol25 structures with the same formula, charge and spin: 0.863 eV
SMILES string: CC.CC
orbital gap: 12.35 eV

Each line ends with the Mulliken charge.
Geometry (Å):
C -0.576 -0.583 -1.281  -0.494
C -0.416 0.087 -2.650  -0.734
H -0.651 -1.722 -1.316  0.328
H 0.082 -0.133 -0.525  -0.143
H -1.568 -0.340 -0.891  0.302
H -1.058 -0.612 -3.303  0.226
H -0.830 1.091 -2.810  0.260
H 0.728 0.094 -2.747  0.218
C -0.155 0.663 2.095  -0.730
C 1.193 -0.136 1.801  -0.905
H -0.617 0.943 1.136  0.235
H -0.817 0.020 2.634  0.242
H 0.051 1.464 2.770  0.313
H 1.770 -0.137 2.717  0.350
H 1.699 0.312 0.923  0.259
H 0.936 -1.169 1.623  0.273

Record 3
A 2-piece molecular cluster, C6H14NO3S overall. Source: the OMol25 dataset; level of theory: ωB97M-V with the def2-TZVPD basis set.

Summary:
HOMO level: -11.6 eV
net charge: +1
energy above the lowest of the compared OMol25 structures with the same formula, charge and spin: 0.000 eV
orbital gap: 6.98 eV

Each line ends with the Mulliken charge.
Geometry (Å):
O 1.744 2.638 1.409  -0.520
C 1.979 1.710 0.677  0.604
O 2.657 0.579 0.985  -0.362
C 2.839 -0.130 -0.270  -0.605
C 1.548 0.246 -0.948  0.098
C 0.366 -0.488 -0.330  -0.750
C -1.005 -0.133 -0.912  -0.825
C -1.651 1.137 -0.329  -0.689
S -1.460 2.648 -1.339  -0.202
O 1.527 1.632 -0.631  -0.349
H 3.691 0.352 -0.736  0.316
H 3.055 -1.182 -0.150  0.356
H 1.573 0.044 -2.012  0.499
H 0.558 -1.545 -0.514  0.347
H 0.381 -0.353 0.750  0.412
H -1.708 -0.948 -0.726  0.263
H -0.925 -0.058 -1.990  0.521
H -2.723 0.985 -0.278  0.398
H -1.267 1.334 0.666  0.370
H -0.940 2.074 -2.428  0.106
N -2.049 -2.110 1.823  -0.454
H -2.906 -1.648 1.510  0.373
H -2.254 -2.706 2.629  0.405
H -1.673 -2.678 1.061  0.369
H -1.359 -1.401 2.085  0.320

Record 4
C22H18AsBr2F6N4O3Sr as an isolated structure. Source: the OMol25 dataset; level of theory: ωB97M-V with the def2-TZVPD basis set.

Summary:
HOMO level (alpha / beta): -7.5 / -7.5 eV
energy above the lowest of the compared OMol25 structures with the same formula, charge and spin: 0.718 eV
orbital gap (alpha / beta): 6.34 / 4.36 eV
<S²>: 0.79
multiplicity: 2

Each line ends with the Mulliken charge.
Geometry (Å):
Sr 0.608 -0.392 0.977  1.959
O -3.867 0.105 -0.997  -0.803
C -2.771 0.367 -0.459  -0.118
N -1.805 -0.544 -0.223  0.016
C -2.300 -1.905 -0.454  -1.300
C -2.822 -2.387 0.932  0.477
C -4.184 -2.256 1.230  -0.581
C -4.598 -2.545 2.498  -0.295
C -3.641 -2.918 3.484  -0.674
C -2.298 -2.827 3.128  -0.280
N -1.902 -2.612 1.887  -0.067
C -2.480 1.752 -0.021  0.485
C -3.364 2.783 -0.527  -0.813
C -3.137 4.087 -0.173  -0.228
C -2.000 4.391 0.663  -0.793
C -1.245 3.343 1.114  -0.326
N -1.498 2.017 0.777  0.153
H -1.533 -2.551 -0.731  0.449
H -3.096 -1.829 -1.164  0.501
H -4.950 -2.095 0.444  0.369
H -5.656 -2.671 2.767  0.349
H -3.979 -3.417 4.403  0.362
H -1.542 -2.867 3.908  0.432
H -4.214 2.433 -1.078  0.505
H -3.823 4.860 -0.530  0.396
H -1.586 5.414 0.926  0.282
H -0.408 3.514 1.749  0.545
C 1.264 -1.801 -3.078  -1.104
C 2.091 -0.564 -2.772  0.820
C 3.174 -0.295 -3.671  -0.862
C 4.093 0.654 -3.299  -0.616
C 3.848 1.501 -2.174  0.491
C 4.647 2.662 -1.897  0.147
Br 6.202 3.176 -2.746  -0.136
C 4.382 3.501 -0.812  -0.472
C 3.191 3.346 -0.141  -0.400
Br 2.675 4.498 1.195  -0.062
C 2.417 2.142 -0.283  0.976
O 1.803 1.710 0.742  -0.651
C 2.581 1.344 -1.546  -0.074
N 1.756 0.282 -1.769  0.006
H 1.957 -2.603 -3.497  0.371
H 0.485 -1.556 -3.777  0.332
H 0.819 -2.248 -2.233  0.068
H 3.183 -0.749 -4.692  0.395
H 5.040 0.790 -3.857  0.293
H 5.021 4.345 -0.530  0.420
F 0.561 -2.876 0.170  -0.391
As 2.108 -3.448 0.932  2.051
F 2.771 -1.812 0.449  -0.535
F 2.762 -4.140 -0.562  -0.500
F 3.605 -3.737 1.808  -0.486
F 1.455 -5.010 1.356  -0.449
F 1.382 -2.456 2.370  -0.554
O -0.105 0.647 2.988  -0.556
H -0.055 0.463 3.947  0.191
H -1.022 0.985 2.851  0.282

Record 5
A 3-piece molecular cluster, C3H7O2 overall. Source: the OMol25 dataset; level of theory: ωB97M-V with the def2-TZVPD basis set.

Summary:
HOMO level: -2.4 eV
net charge: -1
energy above the lowest of the compared OMol25 structures with the same formula, charge and spin: 3.511 eV
orbital gap: 6.62 eV

Each line ends with the Mulliken charge.
Geometry (Å):
C -2.188 -0.463 -0.052  -0.021
O -2.873 -0.849 -0.984  -0.502
H -2.067 0.609 0.139  0.242
H -1.728 -1.289 0.511  0.244
H 6.191 2.405 -2.299  -0.013
C 2.062 -0.029 -0.313  -0.878
C 1.375 0.218 0.832  -0.027
O 0.137 0.503 0.984  -0.732
H 3.025 -0.539 -0.396  0.175
H 1.802 0.168 -1.362  0.240
H 1.953 0.102 1.777  0.258
H 5.886 2.882 -1.827  0.011

Record 6
A 12-piece molecular cluster, H24O12 overall. Source: the OMol25 dataset; level of theory: ωB97M-V with the def2-TZVPD basis set.

Summary:
HOMO level: -10.4 eV
energy above the lowest of the compared OMol25 structures with the same formula, charge and spin: 5.131 eV
SMILES string: O.O.O.O.O.O.O.O.O.O.O.O
orbital gap: 9.65 eV

Each line ends with the Mulliken charge.
Geometry (Å):
H 1.160 -0.547 -1.024  0.206
H -0.219 -0.697 -0.337  0.370
H 3.124 -3.296 0.635  0.289
H 4.668 -3.279 1.084  0.331
H -3.559 -0.782 2.828  0.305
H -3.168 -2.272 2.563  0.313
H -0.652 1.116 -0.162  0.304
H -2.027 1.531 0.442  0.347
H -1.268 -1.983 0.202  0.365
H -0.652 -2.618 1.550  0.291
H 3.751 0.728 -0.818  0.323
H 2.739 -0.362 -0.516  0.251
H -2.927 2.783 -0.532  0.288
H -4.298 2.824 -1.012  0.291
H 0.889 4.137 -0.506  0.271
H -0.174 5.263 -0.615  0.310
H -1.482 -4.569 -1.207  0.289
H -0.079 -5.345 -1.423  0.332
H -3.569 -0.264 -3.589  0.299
H -2.394 0.596 -3.341  0.306
H 3.795 0.054 2.768  0.277
H 2.921 0.277 1.380  0.359
H 1.404 1.962 1.050  0.204
H 2.317 3.061 1.570  0.299
O 0.275 -0.238 -1.013  -0.618
O 3.962 -3.740 0.530  -0.622
O -2.923 -1.444 3.158  -0.615
O -1.215 1.830 -0.027  -0.581
O -0.919 -1.803 1.142  -0.660
O 3.613 -0.095 -0.376  -0.614
O -3.440 2.900 -1.343  -0.559
O 0.246 4.467 -1.029  -0.579
O -0.995 -5.139 -1.745  -0.622
O -3.286 0.661 -3.653  -0.608
O 2.986 0.409 2.394  -0.599
O 1.660 2.402 1.839  -0.544